[1]
Density functional theory data (ωB97M-V with the def2-TZVPD basis set) for a 2-piece molecular cluster, C4H9NO overall.

ORCA input file:
```
! RIJCOSX wB97M-V def2-TZVPD def2/J DEFGRID3
* xyz 1 2
C -1.855 -1.190 1.629
C -2.131 0.393 3.460
N -1.657 0.070 2.351
H -2.913 -1.420 1.503
H -1.307 -1.935 2.206
H -1.581 -1.063 0.581
H -2.247 1.470 3.633
H -2.215 -0.272 4.324
C 1.286 0.279 -2.774
C 2.549 0.653 -2.594
O 3.584 0.368 -3.433
H 0.672 0.119 -1.899
H 0.890 0.098 -3.765
H 2.820 1.252 -1.724
H 4.106 1.177 -3.496
*
```

Output
LUMO (spin up / spin down): -6.04 / -8.86 eV
HOMO-LUMO gap (spin up / spin down): 5.12 / 2.30 eV
energy relative to the best compared isomer or geometry (same formula, charge and spin): 87.16 kcal/mol

Mulliken atomic charge list, values in e, 5 entries:
1 C -0.55
2 C -0.07
3 N 0.11
4 H 0.33
5 H 0.36



[2]
Density functional theory data (ωB97M-V with the def2-TZVPD basis set) for the molecule C5H11N.

ORCA input file:
```
! RIJCOSX wB97M-V def2-TZVPD def2/J DEFGRID3
* xyz 0 1
C 0.809 -1.871 -0.956
N -0.037 -1.532 0.234
C -0.207 -0.040 0.409
C 0.311 0.933 -0.603
C -0.516 2.159 -0.770
C -0.453 0.363 1.772
H 1.768 -1.331 -1.178
H 0.201 -1.667 -1.847
H 1.289 -2.862 -0.782
H 0.360 -1.737 1.185
H 1.507 1.055 -0.574
H -0.235 2.772 -1.648
H -0.943 2.645 0.143
H -1.061 1.184 -1.185
H 0.384 0.742 2.393
H -1.432 0.379 2.241
H -1.249 0.279 0.495
*
```

Output
LUMO: -1.12 eV
HOMO-LUMO gap: 6.06 eV
energy relative to the best compared isomer or geometry (same formula, charge and spin): 199.90 kcal/mol

Mulliken atomic charge list, values in e, 5 entries:
1 C -0.84
2 N -0.39
3 C 0.37
4 C -0.05
5 C -0.96



[3]
Density functional theory data (ωB97M-V with the def2-TZVPD basis set) for C24H32N6O2S2Ti as an isolated structure.

ORCA input file:
```
! RIJCOSX wB97M-V def2-TZVPD def2/J DEFGRID3
* xyz -2 1
Ti -0.545 -0.750 0.468
C -3.469 -1.693 -2.430
C -2.068 -1.732 -1.888
O -1.967 -1.846 -0.619
C -0.989 -1.644 -2.767
C 0.361 -1.636 -2.359
C 1.453 -1.822 -3.374
N 0.660 -1.466 -1.097
N 1.991 -1.682 -0.685
C 1.940 -1.897 0.592
O 0.836 -1.910 1.271
C 3.212 -2.185 1.333
C 4.441 -2.135 0.680
C 5.608 -2.400 1.380
C 5.551 -2.715 2.733
C 4.329 -2.760 3.385
C 3.156 -2.492 2.686
H -3.873 -0.707 -2.177
H -4.078 -2.449 -1.933
H -3.513 -1.821 -3.510
H -1.200 -1.606 -3.826
H 1.039 -2.143 -4.328
H 2.190 -2.541 -3.022
H 1.975 -0.872 -3.512
H 4.458 -1.881 -0.371
H 6.562 -2.355 0.869
H 6.465 -2.918 3.281
H 4.282 -2.995 4.441
H 2.192 -2.506 3.176
N -2.832 3.794 -4.523
C -3.493 3.365 -3.319
S -5.159 3.920 -3.184
C -2.796 2.606 -2.439
C -1.397 2.195 -2.628
C -0.772 1.368 -1.770
N -1.321 0.827 -0.610
C -2.641 1.264 -0.374
C -3.339 2.074 -1.190
H -3.555 4.071 -5.173
H -2.281 3.042 -4.927
H -0.820 2.545 -3.477
H 0.255 1.075 -1.965
H -3.084 0.907 0.548
H -4.349 2.349 -0.915
C 1.710 2.187 0.698
C 0.688 2.120 1.836
C 1.397 2.509 3.144
C -0.422 3.137 1.576
C 0.198 0.663 1.951
H 1.207 2.166 -0.267
H 2.300 3.109 0.758
H 2.402 1.340 0.746
H 1.751 3.545 3.106
H 2.259 1.859 3.325
H 0.717 2.411 3.995
H 0.016 4.128 1.416
H -1.109 3.206 2.422
H -1.005 2.877 0.695
H 0.970 0.147 2.535
N -3.225 -1.362 1.952
C -1.805 -1.224 2.168
N -1.394 -2.282 3.116
S -1.373 0.423 2.862
H -3.559 -2.152 2.489
H -3.430 -1.504 0.970
H -1.222 -3.120 2.564
H -0.488 -2.025 3.489
*
```

Output
LUMO (spin up / spin down): 4.09 / 4.09 eV
HOMO-LUMO gap (spin up / spin down): 3.49 / 3.49 eV
energy relative to the best compared isomer or geometry (same formula, charge and spin): 6.30 kcal/mol

Mulliken atomic charge list, values in e, 5 entries:
1 Ti -1.73
2 C -1.46
3 C 1.20
4 O -0.46
5 C -1.47



[4]
Density functional theory data (ωB97M-V with the def2-TZVPD basis set) for C27H46BrNOP2ReS as an isolated structure.

ORCA input file:
```
! RIJCOSX wB97M-V def2-TZVPD def2/J DEFGRID3
* xyz 4 4
N -6.051 4.531 -4.176
C -5.933 4.958 -2.911
C -5.147 4.310 -1.953
C -4.386 3.169 -2.342
C -4.583 2.700 -3.674
C -5.401 3.422 -4.542
C -3.366 2.585 -1.523
Re -1.134 0.779 -0.550
P 5.176 -0.649 0.361
C -2.294 1.832 -2.088
C -0.949 2.366 -1.832
C 0.058 1.474 -2.243
C 0.980 1.022 -1.300
C 0.994 1.525 0.015
C 0.042 2.476 0.376
C -0.803 3.006 -0.586
Br 1.841 0.627 1.496
H -3.278 2.905 -0.486
H -2.430 1.194 -2.973
H -5.106 4.718 -0.938
H -4.093 1.813 -4.066
H -6.492 5.868 -2.665
H -5.514 3.081 -5.572
H -0.071 0.994 -3.206
H -1.552 3.718 -0.280
H 1.691 0.279 -1.607
H -0.005 2.846 1.389
P -0.802 -1.649 -0.098
C 4.847 1.117 0.679
C 6.012 2.026 0.274
H 4.633 1.234 1.750
H 3.930 1.385 0.139
H 5.819 3.058 0.587
H 6.944 1.706 0.749
H 6.170 2.026 -0.808
C 4.317 -1.104 -1.188
C 5.209 -2.104 -1.947
H 4.178 -0.183 -1.778
H 3.329 -1.536 -0.957
H 4.871 -2.215 -2.983
H 6.253 -1.762 -1.964
H 5.197 -3.096 -1.477
C 4.407 -1.712 1.631
C 5.262 -1.825 2.896
H 4.301 -2.709 1.181
H 3.408 -1.316 1.847
H 4.815 -2.527 3.608
H 6.259 -2.206 2.652
H 5.388 -0.867 3.411
C -0.583 -2.668 1.413
C -1.325 -4.004 1.373
H -0.898 -2.047 2.264
H 0.499 -2.837 1.551
H -2.392 -3.882 1.595
H -1.244 -4.493 0.394
H -0.907 -4.692 2.118
C 0.579 -2.320 -1.165
C 0.261 -2.435 -2.641
H 0.886 -3.286 -0.732
H 1.422 -1.634 -1.000
H -0.565 -3.131 -2.819
H -0.001 -1.464 -3.079
H 1.141 -2.817 -3.172
C -2.428 -2.009 -0.872
C -3.594 -1.616 0.035
H -2.454 -3.067 -1.171
H -2.473 -1.406 -1.789
H -4.301 -0.991 -0.530
H -4.143 -2.501 0.388
H -3.271 -1.021 0.906
C -1.915 1.426 4.971
S -1.372 0.044 3.978
C -2.339 -1.254 4.775
O -1.963 0.265 2.606
H -1.761 1.172 6.027
H -2.970 1.645 4.742
H -1.282 2.283 4.700
H -3.411 -1.045 4.663
H -2.091 -2.221 4.317
H -2.046 -1.280 5.828
*
```

Output
LUMO (spin up / spin down): -13.52 / -14.48 eV
HOMO-LUMO gap (spin up / spin down): 5.73 / 4.45 eV
energy relative to the best compared isomer or geometry (same formula, charge and spin): 0.00 kcal/mol

Mulliken atomic charge list, values in e, 5 entries:
1 N -0.35
2 C -0.39
3 C -0.45
4 C 0.23
5 C -0.32



[5]
Density functional theory data (ωB97M-V with the def2-TZVPD basis set) for C5H8N2 as an isolated structure.

ORCA input file:
```
! RIJCOSX wB97M-V def2-TZVPD def2/J DEFGRID3
* xyz 0 1
C -0.441 2.229 -0.875
N -0.293 0.984 -0.146
C -0.769 0.676 1.063
C -0.460 -0.681 1.377
C 0.278 -1.006 0.165
C 1.099 -2.244 0.004
N 0.324 -0.030 -0.758
H -0.963 2.948 -0.240
H -1.026 2.039 -1.779
H 0.545 2.603 -1.152
H -1.223 1.466 1.658
H -1.022 -1.388 0.516
H 0.762 -3.046 0.668
H 2.117 -1.977 0.310
H 1.122 -2.585 -1.031
*
```

Output
LUMO: 0.85 eV
HOMO-LUMO gap: 9.24 eV
energy relative to the best compared isomer or geometry (same formula, charge and spin): 86.95 kcal/mol

Mulliken atomic charge list, values in e, 5 entries:
1 C -0.73
2 N 0.68
3 C 0.06
4 C -1.02
5 C 0.70



[6]
Density functional theory data (ωB97M-V with the def2-TZVPD basis set) for C28H48KO14PdS4 as an isolated structure.

ORCA input file:
```
! RIJCOSX wB97M-V def2-TZVPD def2/J DEFGRID3
* xyz -1 3
K -1.215 -1.746 3.832
Pd 0.193 -0.540 -0.329
C -1.158 -4.606 1.285
C -1.712 -3.309 0.660
C -3.234 -3.421 0.771
O -1.192 -2.038 0.797
H -1.437 -5.444 0.647
H -1.662 -4.829 2.226
H -0.071 -4.528 1.327
H -1.458 -3.592 -0.361
H -3.696 -4.346 0.425
H -3.815 -2.605 0.341
H -3.605 -3.410 1.796
C 3.757 -1.214 -2.788
C 2.325 -1.926 -2.543
C 2.343 -3.421 -2.853
O 1.863 -1.400 -1.305
H 4.498 -1.592 -2.083
H 3.768 -0.149 -2.555
H 4.077 -1.328 -3.823
H 1.548 -1.573 -3.220
H 2.882 -4.105 -2.198
H 2.607 -3.533 -3.905
H 1.342 -3.799 -2.642
C 1.893 2.264 1.879
C 1.258 1.293 2.595
C 0.723 1.520 3.949
O 0.242 0.537 4.646
C 0.703 2.725 4.538
C 1.470 3.866 3.995
C 2.294 3.564 2.565
O 2.860 4.558 2.070
O 1.822 4.833 4.642
O 0.941 0.267 1.869
H 2.365 2.209 0.909
H 0.319 2.792 5.545
C 2.051 4.808 -1.387
C 2.475 4.403 -2.829
C 2.234 2.866 -2.881
S 0.584 2.573 -2.196
O 0.573 1.386 -1.364
O -0.429 2.793 -3.244
C 0.712 4.031 -1.124
H 1.982 5.895 -1.338
H 2.847 4.523 -0.699
H 3.472 4.719 -3.136
H 1.898 4.873 -3.625
H 2.912 2.516 -2.103
H 2.388 2.309 -3.805
H 0.890 3.788 -0.076
H -0.160 4.684 -1.131
C -3.022 -0.359 -5.425
C -3.474 -1.792 -5.172
C -2.486 -2.340 -4.082
S -2.471 -0.961 -2.821
O -1.258 -0.842 -1.966
O -3.781 -0.882 -2.168
C -2.529 0.323 -4.148
H -3.882 0.237 -5.728
H -2.291 -0.310 -6.233
H -3.165 -2.259 -6.107
H -4.526 -2.034 -5.022
H -1.493 -2.210 -4.513
H -2.540 -3.251 -3.487
H -1.507 0.552 -4.451
H -2.909 1.296 -3.835
C -3.775 3.639 1.172
C -4.963 2.704 1.532
C -4.497 1.251 1.052
S -2.690 1.176 1.509
O -1.921 0.754 0.380
O -2.510 0.474 2.803
C -2.509 3.013 1.896
H -3.832 4.708 1.376
H -3.581 3.464 0.113
H -5.809 3.131 0.993
H -5.300 2.740 2.568
H -4.670 1.090 -0.012
H -5.025 0.473 1.603
H -1.542 3.390 1.562
H -2.687 3.296 2.933
C 3.579 -2.143 2.242
C 3.707 -1.420 3.620
C 3.726 -2.425 4.751
S 2.355 -3.607 4.164
O 1.084 -3.047 4.628
O 2.814 -4.909 4.585
C 2.544 -3.236 2.406
H 4.536 -2.664 2.231
H 3.761 -1.518 1.368
H 2.937 -0.661 3.755
H 4.651 -0.875 3.635
H 3.593 -2.302 5.825
H 4.697 -2.919 4.702
H 1.608 -2.744 2.142
H 2.788 -4.145 1.857
*
```

Output
LUMO (spin up / spin down): 1.69 / 1.68 eV
HOMO-LUMO gap (spin up / spin down): 5.20 / 5.19 eV

Mulliken atomic charge list, values in e, 5 entries:
1 K 0.94
2 Pd 2.08
3 C -1.44
4 C 0.83
5 C -1.41



[7]
Density functional theory data (ωB97M-V with the def2-TZVPD basis set) for a 2-piece molecular cluster, C2H4N2O overall.

ORCA input file:
```
! RIJCOSX wB97M-V def2-TZVPD def2/J DEFGRID3
* xyz 0 1
C 1.173 0.905 0.469
N 1.357 -0.341 0.287
O 0.674 -0.979 -0.797
H 0.387 1.456 -0.005
H 1.844 1.273 1.187
H 1.373 -1.556 -1.037
C -2.214 -0.296 -0.106
N -2.108 0.828 -0.173
H -2.485 -1.290 0.175
*
```

Output
LUMO: 1.01 eV
structure (SMILES): C=NO.C#N
HOMO-LUMO gap: 11.19 eV
energy relative to the best compared isomer or geometry (same formula, charge and spin): 73.32 kcal/mol

Mulliken atomic charge list, values in e, 5 entries:
1 C -0.28
2 N -0.36
3 O -0.34
4 H 0.34
5 H 0.29



[8]
Density functional theory data (ωB97M-V with the def2-TZVPD basis set) for a 8-piece molecular cluster, C24H60N4O12 overall.

ORCA input file:
```
! RIJCOSX wB97M-V def2-TZVPD def2/J DEFGRID3
* xyz 0 1
C 4.915 4.700 -11.163
C 5.352 6.048 -11.734
C 5.526 7.214 -10.621
O 6.632 6.731 -9.820
C 7.123 7.756 -8.888
N 6.575 5.939 -12.676
H 7.280 5.432 -12.160
H 6.415 5.354 -13.483
H 6.790 6.907 -12.870
H 3.869 4.772 -10.863
H 5.629 4.432 -10.384
H 4.931 3.847 -11.842
H 4.524 6.182 -12.431
H 4.710 7.121 -9.904
H 5.629 8.204 -11.064
H 7.930 7.407 -8.244
H 6.265 8.122 -8.324
H 7.478 8.495 -9.606
C -2.097 4.131 -8.635
C -1.064 3.175 -8.010
C 0.245 3.257 -8.792
O 1.206 2.467 -8.121
C 2.519 2.704 -8.691
N -0.769 3.483 -6.516
H -0.278 4.366 -6.486
H -1.613 3.736 -6.022
H -0.168 2.884 -5.968
H -2.308 3.930 -9.686
H -1.770 5.150 -8.426
H -3.081 4.053 -8.174
H -1.411 2.141 -7.998
H 0.462 4.292 -8.527
H 0.179 3.207 -9.879
H 3.093 3.278 -7.964
H 2.662 3.246 -9.626
H 3.065 1.763 -8.751
C -4.513 7.038 -11.028
C -4.007 6.395 -12.339
C -2.485 6.555 -12.465
O -1.645 5.846 -11.467
C -0.201 5.951 -11.755
N -4.229 4.848 -12.509
H -4.845 4.401 -11.845
H -4.569 4.693 -13.447
H -3.444 4.213 -12.474
H -5.594 7.159 -10.959
H -4.104 8.031 -10.842
H -4.407 6.472 -10.102
H -4.356 6.744 -13.310
H -2.255 7.603 -12.272
H -2.057 6.333 -13.442
H 0.028 5.632 -12.772
H 0.359 5.519 -10.926
H 0.078 6.992 -11.921
C -0.676 -0.741 -8.318
C -1.903 -1.627 -8.688
C -3.199 -1.071 -8.055
O -3.382 0.191 -8.608
C -4.455 0.810 -7.993
N -2.022 -1.596 -10.214
H -2.927 -1.874 -10.567
H -2.092 -0.692 -10.659
H -1.258 -2.113 -10.625
H -0.548 -0.677 -7.238
H -0.961 0.257 -8.652
H 0.300 -1.056 -8.686
H -1.782 -2.697 -8.516
H -3.263 -1.022 -6.968
H -4.004 -1.733 -8.375
H -4.796 1.679 -8.557
H -4.281 0.967 -6.929
H -5.269 0.085 -7.971
C -4.279 8.167 -7.837
C -4.193 9.618 -8.396
O -5.147 10.142 -8.878
O -3.177 10.352 -8.128
H -5.088 7.546 -8.222
H -4.471 8.046 -6.771
H -3.391 7.540 -7.921
C 2.316 6.713 -8.145
C 1.235 7.142 -7.157
O 0.423 6.227 -6.852
O 1.378 8.267 -6.553
H 2.609 5.667 -8.063
H 3.254 7.248 -7.992
H 2.080 6.915 -9.189
C -5.292 5.587 -4.958
C -4.386 4.447 -4.419
O -3.475 4.119 -5.213
O -4.551 3.983 -3.286
H -5.021 6.540 -4.503
H -6.370 5.507 -4.818
H -5.117 5.751 -6.022
C -0.173 2.250 -12.364
C -1.611 1.742 -12.331
O -2.489 2.484 -12.796
O -1.841 0.637 -11.920
H 0.249 1.709 -13.211
H 0.392 1.980 -11.473
H -0.021 3.321 -12.500
*
```

Output
LUMO: -2.24 eV
HOMO-LUMO gap: 2.15 eV
energy relative to the best compared isomer or geometry (same formula, charge and spin): 72.78 kcal/mol

Mulliken atomic charge list, values in e, 5 entries:
1 C -1.07
2 C -0.24
3 C -0.06
4 O -0.35
5 C -0.71



Q: Which calculated total energy values were calculated for the entries above? A: -7819.5153 -6844.8601 -83230.7935 -133821.0467 -8291.2258 -121618.5983 -7163.3000 -56380.3060, in eV.
Q: Which maximum force values were calculated for the entries above? A: 2.6 7.3 2.5 3.4 1.6 5.8 2.5 5.8, in eV/Å.